[1]
# C4H7O2S

2 unconnected molecules or ions with the total composition C4H7O2S (wB97M-V/def2-TZVPD, OMol25).

Output
* E_tot: -19189.801 eV
* frontier orbital gap: 6.513 eV
* charge: -1
* multiplicity: 1

Element x y z (Å)
C (-0.5508, -3.7136, -1.3491)
C (-0.4388, -2.4361, -1.6045)
C (-0.4865, -1.1558, -1.8942)
C (-0.0099, 2.8254, 2.2775)
O (2.3948, 2.4743, 0.9084)
O (0.3138, 1.4689, -0.0317)
S (1.1729, 1.6345, 1.1947)
H (0.2235, -4.3749, -1.7621)
H (-1.3955, -4.2885, -0.8827)
H (-0.1346, -0.4904, -1.2395)
H (-0.4200, -0.9723, -2.9856)
H (0.4557, 3.7755, 2.5188)
H (-0.9016, 3.0186, 1.6067)
H (-0.2227, 2.2345, 3.2432)

Force components x, y, z for each atom (eV/Å):
C -0.01 -1.21 -0.31
C -1.29 0.09 0.22
C 0.27 -3.66 -3.09
C -0.31 -1.30 -0.27
O -0.87 -0.38 0.37
O 0.18 -0.08 0.37
S -0.12 1.17 -0.07
H 0.10 0.27 0.69
H 0.56 1.17 -0.67
H 1.27 3.05 2.48
H -0.90 0.38 0.73
H 0.35 0.04 0.03
H 0.80 -0.47 1.00
H -0.05 0.94 -1.48

---

[2]
# C54H65F3N11O

12 unconnected molecules or ions with the total composition C54H65F3N11O (wB97M-V/def2-TZVPD, OMol25).

Output
* E_tot: -83640.774 eV
* frontier orbital gap: 4.073 eV
* charge: -1
* multiplicity: 1

Element x y z (Å)
F (0.5705, -7.8250, -1.9217)
C (-0.5443, -7.4660, -2.5927)
F (-1.5231, -8.3197, -2.1813)
F (-0.3218, -7.7654, -3.8974)
O (-0.9610, -6.2240, -2.3953)
C (0.0858, -5.2292, -2.1581)
C (-0.5960, -3.8925, -1.8905)
C (0.3927, -2.7359, -2.0616)
C (1.7312, -2.8661, -1.3177)
C (2.8458, -3.2693, -2.0059)
C (4.0619, -3.3540, -1.3701)
C (4.1366, -3.0280, -0.0535)
C (3.0278, -2.6556, 0.6696)
C (1.8273, -2.5756, 0.0196)
H (0.6743, -5.4831, -1.2721)
H (0.7542, -5.1081, -3.0180)
H (-0.9193, -3.9250, -0.8343)
H (0.6387, -2.5489, -3.1151)
H (-0.0965, -1.8397, -1.6610)
H (2.7777, -3.5205, -3.0578)
H (4.9373, -3.6468, -1.9363)
H (5.0992, -3.0616, 0.4515)
H (3.1537, -2.4098, 1.7167)
H (0.9702, -2.2724, 0.6112)
N (-3.3768, -2.0557, -2.6723)
C (-4.0924, -1.3458, -1.7551)
C (-4.9074, -0.4692, -2.4295)
C (-4.6726, -0.6690, -3.8124)
C (-3.7228, -1.6585, -3.9252)
H (-2.6807, -2.7778, -2.4471)
H (-3.9613, -1.5194, -0.7008)
H (-5.5933, 0.2332, -1.9818)
H (-5.1443, -0.1492, -4.6331)
H (-3.2666, -2.1076, -4.7913)
N (3.6893, -0.7219, 4.1834)
C (3.1088, -1.0995, 5.3639)
C (2.1391, -0.1833, 5.6699)
C (2.1311, 0.7847, 4.6287)
C (3.0967, 0.4222, 3.7267)
H (4.4343, -1.2114, 3.7224)
H (3.4350, -1.9849, 5.8821)
H (1.5046, -0.2049, 6.5405)
H (1.4880, 1.6465, 4.5500)
H (3.4117, 0.8772, 2.8024)
N (3.5180, 5.2830, 3.8222)
C (4.2613, 6.1443, 3.0603)
C (5.1277, 5.3968, 2.3094)
C (4.8955, 4.0304, 2.6278)
C (3.8959, 3.9935, 3.5615)
H (2.8042, 5.5543, 4.4726)
H (4.1100, 7.2086, 3.1196)
H (5.8479, 5.7845, 1.6084)
H (5.4045, 3.1745, 2.2167)
H (3.4224, 3.1655, 4.0616)
N (-5.9025, -0.5966, -7.6299)
C (-5.1404, 0.2698, -8.3664)
C (-4.2470, -0.4695, -9.0943)
C (-4.4822, -1.8373, -8.7894)
C (-5.5094, -1.8822, -7.8861)
H (-6.6354, -0.3302, -6.9991)
H (-5.2986, 1.3334, -8.3074)
H (-3.5071, -0.0748, -9.7706)
H (-3.9567, -2.6895, -9.1879)
H (-5.9931, -2.7142, -7.4031)
N (-7.3666, -5.6426, -12.1086)
C (-7.7178, -4.6120, -11.2771)
C (-6.5670, -4.0119, -10.8411)
C (-5.4775, -4.7037, -11.4359)
C (-6.0023, -5.7012, -12.2129)
H (-8.0088, -6.2589, -12.5694)
H (-8.7522, -4.3976, -11.0680)
H (-6.5084, -3.1704, -10.1715)
H (-4.4280, -4.4934, -11.3084)
H (-5.5253, -6.4458, -12.8277)
N (-0.9111, -4.6085, -12.6976)
C (-0.3051, -5.0254, -11.5427)
C (-0.9187, -6.1802, -11.1389)
C (-1.9329, -6.4753, -12.0898)
C (-1.9012, -5.4891, -13.0394)
H (-0.6674, -3.7839, -13.2131)
H (0.5056, -4.4652, -11.1093)
H (-0.6696, -6.7507, -10.2599)
H (-2.6078, -7.3150, -12.0762)
H (-2.4961, -5.3366, -13.9241)
N (1.9365, 5.3858, 7.6766)
C (1.1986, 5.8715, 8.7230)
C (1.8845, 6.9230, 9.2700)
C (3.0809, 7.0832, 8.5201)
C (3.0825, 6.1212, 7.5437)
H (1.6761, 4.6083, 7.0973)
H (0.2551, 5.4260, 8.9889)
H (1.5663, 7.5134, 10.1120)
H (3.8514, 7.8201, 8.6797)
H (3.7991, 5.8961, 6.7700)
N (-1.6842, -1.9702, 2.3553)
C (-1.0163, -2.3937, 3.4698)
C (-1.6147, -3.5442, 3.9111)
C (-2.6838, -3.8311, 3.0175)
C (-2.6922, -2.8429, 2.0706)
H (-1.4626, -1.1494, 1.8226)
H (-0.1727, -1.8415, 3.8516)
H (-1.3160, -4.1197, 4.7717)
H (-3.3606, -4.6678, 3.0615)
H (-3.3277, -2.6847, 1.2165)
N (2.9038, 4.6502, 12.9694)
C (2.2064, 5.4403, 12.0962)
C (1.4080, 6.2742, 12.8336)
C (1.6379, 5.9784, 14.2053)
C (2.5669, 4.9744, 14.2555)
H (3.5629, 3.9413, 12.7060)
H (2.3363, 5.3389, 11.0361)
H (0.7337, 7.0150, 12.4363)
H (1.1740, 6.4496, 15.0559)
H (3.0148, 4.4644, 15.0913)
N (6.2723, 5.4612, 9.4386)
C (7.2029, 6.3530, 9.8955)
C (8.4444, 5.8192, 9.6726)
C (8.2551, 4.5558, 9.0510)
C (6.9053, 4.3658, 8.9184)
H (5.2754, 5.5917, 9.4764)
H (6.9022, 7.2870, 10.3392)
H (9.3836, 6.2826, 9.9251)
H (9.0215, 3.8672, 8.7366)
H (6.3426, 3.5482, 8.5004)
N (-3.5090, 2.8119, -3.7653)
C (-3.4473, 3.0293, -2.4189)
C (-3.1242, 4.3464, -2.2184)
C (-2.9910, 4.9482, -3.4988)
C (-3.2370, 3.9745, -4.4311)
H (-3.7234, 1.9287, -4.1987)
H (-3.6366, 2.2296, -1.7232)
H (-2.9983, 4.8250, -1.2612)
H (-2.7434, 5.9755, -3.7103)
H (-3.2402, 4.0089, -5.5074)

Force components x, y, z for each atom (eV/Å):
F 0.01 0.05 -0.17
C -0.87 -0.08 0.39
F 0.24 0.10 -0.22
F 0.18 0.07 0.04
O 0.77 -0.75 -0.02
C -0.36 2.21 0.41
C -0.19 -0.16 -0.17
C 0.01 -0.19 0.58
C -1.67 0.26 -1.14
C 0.37 -0.29 -0.55
C 0.27 -0.22 -0.96
C 1.55 -0.03 1.28
C 0.44 0.08 0.21
C -0.53 0.31 1.15
H 0.02 -0.83 -0.20
H -0.13 -0.47 -0.16
H 0.06 0.18 -0.01
H -0.11 -0.02 -0.02
H 0.04 0.10 -0.21
H -0.12 0.07 -0.05
H 0.10 -0.04 0.11
H -0.01 -0.05 -0.04
H -0.26 0.01 0.06
H -0.28 -0.03 -0.29
N -0.16 0.00 0.09
C 0.15 -0.06 -0.11
C -0.11 0.14 0.18
C -0.02 0.12 -0.23
C 0.13 -0.05 0.12
H 0.46 -0.21 -0.10
H -0.02 0.01 0.00
H -0.01 -0.02 0.00
H -0.02 -0.05 -0.02
H 0.00 0.01 0.00
N -0.14 0.08 0.09
C 0.11 -0.06 -0.02
C -0.02 0.00 0.04
C 0.01 0.03 0.00
C 0.11 -0.02 -0.08
H -0.04 -0.01 -0.04
H -0.03 0.00 0.01
H -0.01 -0.02 -0.02
H -0.04 -0.04 -0.04
H -0.04 0.00 -0.01
N 0.04 0.00 -0.03
C -0.01 0.05 0.05
C 0.00 0.00 0.00
C 0.01 0.00 -0.01
C -0.05 -0.01 0.09
H -0.03 0.05 -0.06
H 0.01 -0.01 -0.01
H -0.01 0.00 0.00
H -0.01 0.00 0.00
H 0.05 -0.03 -0.01
N 0.06 -0.02 -0.13
C -0.04 0.07 0.07
C -0.01 0.02 -0.03
C 0.02 0.00 -0.01
C -0.06 0.00 0.11
H 0.02 -0.03 0.03
H 0.02 0.00 0.00
H 0.00 0.00 0.01
H 0.00 0.00 0.02
H 0.05 -0.01 0.01
N 0.02 0.05 -0.01
C -0.01 -0.06 -0.01
C -0.10 0.03 -0.01
C 0.04 0.02 -0.02
C -0.01 -0.04 -0.02
H 0.00 0.00 0.00
H 0.01 0.01 0.02
H 0.02 0.00 -0.01
H 0.00 -0.03 0.00
H 0.02 0.00 0.03
N 0.02 -0.08 0.03
C 0.01 0.06 -0.02
C 0.03 -0.02 0.01
C -0.01 0.00 -0.05
C -0.03 0.04 -0.05
H -0.01 0.00 0.01
H -0.02 -0.01 0.03
H -0.01 0.01 0.01
H 0.00 0.01 0.01
H -0.02 0.00 0.02
N -0.01 0.10 0.04
C -0.05 0.00 -0.08
C -0.10 0.08 -0.21
C 0.05 0.00 0.06
C 0.10 -0.14 -0.10
H 0.01 -0.03 0.04
H 0.01 0.01 0.02
H 0.01 0.01 0.00
H -0.02 0.02 -0.04
H 0.04 0.02 0.04
N 0.05 -0.05 0.08
C 0.16 0.14 0.13
C -0.02 0.01 -0.05
C 0.02 0.03 0.05
C -0.21 0.03 -0.14
H 0.04 -0.05 -0.05
H 0.00 -0.02 0.02
H 0.01 0.00 -0.01
H 0.01 0.00 -0.03
H 0.00 -0.09 -0.01
N -0.06 0.10 0.08
C 0.11 -0.21 0.18
C 0.02 0.01 -0.02
C -0.01 0.02 0.02
C 0.04 -0.07 -0.01
H 0.01 0.01 -0.01
H 0.00 -0.01 -0.02
H 0.00 0.00 0.01
H 0.00 0.00 0.00
H -0.02 0.02 0.01
N 0.02 -0.02 0.01
C -0.08 0.02 0.04
C 0.01 0.03 0.00
C 0.01 -0.03 -0.01
C -0.09 -0.02 0.03
H 0.00 0.05 -0.08
H 0.02 -0.01 0.01
H -0.01 0.00 -0.01
H -0.01 0.01 -0.01
H 0.02 0.00 -0.01
N -0.06 0.07 -0.04
C 0.00 -0.07 0.02
C -0.03 0.00 0.01
C -0.01 0.05 -0.02
C -0.01 -0.07 -0.04
H 0.05 -0.08 0.14
H 0.03 -0.02 -0.03
H 0.00 -0.01 0.00
H 0.00 -0.01 0.00
H 0.03 0.01 0.01

---

no.,E_LUMO (eV)
1,3.4
2,1.4